Density functional theory data (ωB97M-V/def2-TZVPD) for a molecular structure, C18H29N2O5P2PmS at a distorted geometry.

XYZ file:
```
58
Properties=species:S:1:pos:R:3:forces:R:3
C 0.202 4.730 -0.881 0.4 0.4 -0.7
C -0.001 3.410 -0.369 -0.3 -0.2 0.7
N 0.376 2.316 -1.138 0.1 -0.2 0.3
C 1.236 2.525 -2.149 0.0 0.9 -0.4
C 1.565 3.801 -2.617 0.2 -0.7 -0.1
C 1.006 4.920 -1.996 -0.9 0.0 0.8
C -0.527 3.225 0.936 -0.7 0.1 -0.8
P -0.223 1.725 1.856 -0.7 0.9 -0.8
Pm -0.840 -0.247 -0.340 1.9 1.7 0.4
P 1.020 -0.258 -2.645 0.5 0.4 -0.4
C 1.921 1.351 -2.817 -0.4 -0.1 0.3
O -3.540 3.245 0.311 -0.6 -0.2 -0.9
O -3.094 0.381 0.333 -0.5 -0.5 -0.1
H -0.235 5.570 -0.325 0.3 -0.3 -0.3
H 2.233 3.893 -3.468 -0.1 0.0 0.2
H 1.200 5.925 -2.379 -0.1 -0.3 0.1
C 1.134 2.335 2.917 0.3 -0.6 0.3
C -1.601 1.688 3.071 0.0 -0.1 0.3
H 2.075 1.565 -3.883 0.0 -0.1 0.2
H 2.913 1.201 -2.366 -0.3 0.1 0.0
H -2.643 3.463 0.601 0.8 -0.2 0.3
H -0.887 4.131 1.458 0.5 -0.4 -0.1
C 2.416 -1.401 -2.957 0.0 -0.5 0.2
C 0.191 -0.291 -4.279 -0.1 -0.2 -0.2
H -2.334 -0.067 -2.241 -0.2 0.0 -0.4
H -3.669 -0.180 0.871 0.2 0.3 0.0
H -3.438 1.285 0.324 -0.3 0.8 0.1
H -3.536 3.564 -0.611 -0.2 -0.2 0.5
H 1.068 -0.148 0.178 0.5 -0.2 -0.1
H -1.832 -0.236 -2.773 -0.1 0.0 0.1
H 0.758 3.134 3.567 0.1 -0.1 -0.1
H 1.535 1.510 3.517 0.1 0.2 0.1
H 1.921 2.732 2.266 -0.1 -0.2 0.1
H -1.567 2.583 3.704 -0.1 -0.1 0.0
H -2.582 1.625 2.587 0.3 0.0 0.0
H -1.473 0.793 3.692 -0.1 0.2 0.0
H 0.913 -0.243 -5.102 -0.2 0.0 0.1
H -0.388 -1.217 -4.361 0.1 0.1 -0.1
H -0.500 0.554 -4.351 0.1 0.0 -0.1
H 2.541 -1.578 -4.035 0.0 0.1 0.3
H 3.337 -0.969 -2.544 -0.3 -0.2 -0.1
H 2.220 -2.355 -2.444 0.2 0.3 -0.3
O 1.929 -3.732 -0.593 -1.0 -0.5 0.1
S 0.534 -4.027 -0.350 -0.8 2.1 1.2
O -0.231 -4.772 -1.313 0.4 0.2 0.4
N -0.295 -2.572 0.044 0.3 -1.0 -0.7
C -0.686 -2.462 1.318 -0.4 1.3 -0.9
O -1.235 -1.349 1.690 0.5 -2.5 0.3
C -0.395 -3.674 2.106 0.0 -0.3 1.0
C -0.650 -3.931 3.467 0.1 0.1 -0.5
C -0.168 -5.114 4.030 0.2 -0.2 -0.4
C 0.545 -6.028 3.236 0.0 0.2 -0.3
C 0.780 -5.774 1.875 -0.2 0.2 0.1
C 0.284 -4.595 1.324 0.6 -1.1 0.7
H -1.219 -3.212 4.054 0.2 -0.1 -0.1
H -0.327 -5.347 5.085 0.0 0.2 -0.4
H 0.923 -6.951 3.676 -0.1 0.3 -0.1
H 1.340 -6.453 1.234 -0.1 0.0 0.3
```
Forces are in eV/Å.

Computed properties:
Gap between HOMO and LUMO (spin up / spin down) (eV): 5.69 / 5.70
Largest force on an atom (eV/A): 2.6
Multiplicity: 5
Total energy (Ha): -2878.2274

***

Density functional theory data (ωB97M-V/def2-TZVPD) for C18H29N5O3 in the gas phase at a distorted geometry.

XYZ file:
```
55
Properties=species:S:1:pos:R:3:forces:R:3
C 3.046 3.111 -1.915 -0.2 0.0 0.4
H 4.086 2.848 -2.091 0.1 -0.1 -0.1
H 2.413 2.420 -2.468 0.0 -0.1 -0.1
H 2.866 4.115 -2.289 0.0 0.1 -0.1
C 2.742 3.050 -0.419 0.2 0.0 -0.2
O 1.421 3.462 -0.117 0.0 0.2 0.1
C 0.439 2.469 -0.254 -0.1 -0.2 0.1
C 0.317 1.609 1.023 0.4 0.8 0.0
N -0.350 0.366 0.755 -0.1 -0.5 -0.1
C 0.181 -0.877 0.719 -0.1 0.2 0.1
N -0.705 -1.802 0.386 -0.2 -0.5 -0.1
C -1.860 -1.130 0.194 0.6 1.2 0.3
C -1.678 0.227 0.410 -0.3 -0.8 -0.2
C -2.747 1.171 0.296 0.3 -0.1 0.0
O -2.688 2.374 0.471 0.1 0.2 0.1
N -3.942 0.535 -0.055 -0.2 0.2 0.0
C -4.154 -0.817 -0.285 0.1 -0.2 0.0
O -5.250 -1.238 -0.587 -0.3 0.0 -0.1
N -3.065 -1.653 -0.155 -0.1 0.0 0.0
C -3.207 -3.075 -0.377 -0.1 -0.3 -0.1
H -2.862 -3.616 0.503 0.0 0.0 0.0
H -2.607 -3.378 -1.235 0.0 0.0 0.0
H -4.259 -3.279 -0.564 0.1 0.0 0.0
C -5.125 1.369 -0.200 -0.2 0.2 0.0
H -5.521 1.275 -1.211 0.0 0.0 0.1
H -4.828 2.395 0.000 -0.1 -0.1 0.0
H -5.891 1.049 0.505 0.0 0.0 -0.1
C 1.590 -1.201 1.074 0.3 0.1 0.0
N 2.534 -0.499 0.211 -0.1 0.1 0.0
C 2.377 -0.853 -1.192 -0.1 -0.2 -0.2
C 2.878 -2.259 -1.538 0.1 0.2 0.0
C 4.337 -2.410 -1.114 -0.2 -0.2 0.1
C 4.497 -2.033 0.357 0.0 0.3 -0.3
H 5.551 -2.057 0.639 0.0 0.0 0.1
H 3.966 -2.750 0.987 0.0 -0.1 0.1
C 3.940 -0.622 0.599 0.2 -0.1 0.4
C 4.192 -0.162 2.033 -0.1 0.0 -0.3
H 3.859 -0.903 2.756 0.0 -0.1 0.1
H 5.259 -0.012 2.178 0.1 0.0 0.1
H 3.686 0.780 2.228 -0.1 0.1 0.1
H 4.475 0.067 -0.070 0.0 -0.1 0.0
H 4.674 -3.435 -1.280 0.1 0.0 -0.1
H 4.960 -1.749 -1.722 0.1 0.0 0.0
H 2.776 -2.422 -2.612 -0.1 0.0 0.0
H 2.262 -3.001 -1.029 0.0 -0.1 0.0
H 1.319 -0.762 -1.451 0.0 0.1 -0.1
H 2.939 -0.117 -1.776 -0.1 0.0 -0.1
H 1.678 -2.295 1.032 -0.1 0.1 0.1
H 1.769 -0.882 2.104 0.0 -0.1 0.0
H -0.250 2.166 1.773 0.1 -0.1 0.0
H 1.314 1.386 1.403 -0.1 0.0 0.0
H -0.506 2.988 -0.430 0.1 -0.2 0.0
H 0.653 1.812 -1.107 0.0 0.0 0.0
H 3.389 3.751 0.115 0.0 -0.1 0.0
H 2.925 2.037 -0.042 0.0 0.0 0.1
```
Forces are in eV/Å.

Computed properties:
Structure (SMILES): CCOCCn1c(CN2CCCC[C@@H]2C)nc2c1c(=O)n(C)c(=O)n2C
Gap between HOMO and LUMO (eV): 8.99
Largest force on an atom (eV/A): 1.4
Energy relative to the best compared isomer or geometry (same formula, charge and spin) (kcal/mol): 13.23
Total energy (Ha): -1202.8565

***

Density functional theory data (ωB97M-V/def2-TZVPD) for a molecular structure, C18H29NO10 at a distorted geometry.

XYZ file:
```
58
Properties=species:S:1:pos:R:3:forces:R:3
C 43.279 21.188 20.780 -1.8 1.7 0.2
O 41.799 21.010 20.741 0.5 0.4 -1.3
C 41.238 20.980 19.347 0.1 0.3 1.3
C 39.713 20.719 19.312 0.5 1.5 0.4
N 39.242 19.582 20.042 0.2 -1.6 0.0
C 37.806 19.266 19.867 0.5 0.8 -0.3
C 36.816 20.181 20.559 -0.3 -0.6 -0.1
O 36.969 20.037 21.961 0.0 1.1 -0.8
C 36.129 20.973 22.620 0.3 -0.5 0.2
H 43.615 22.197 21.021 -0.8 0.7 0.5
H 43.812 21.041 19.841 -1.5 0.5 0.4
H 43.695 20.539 21.550 -0.9 0.5 -0.4
H 41.723 20.142 18.847 -0.2 1.8 -0.1
H 41.437 21.933 18.857 -0.1 0.2 0.0
H 39.434 20.613 18.263 0.0 0.2 -0.1
H 39.219 21.579 19.763 -0.2 0.7 -0.5
H 39.532 19.752 20.995 -0.6 -0.3 -0.1
H 37.585 18.232 20.134 0.2 0.0 0.2
H 37.576 19.350 18.805 0.2 -0.1 -0.2
H 35.800 19.924 20.260 -0.4 -0.8 0.1
H 36.798 21.208 20.192 1.0 0.5 0.4
H 36.420 20.853 23.664 -0.7 0.2 0.1
H 35.094 20.753 22.362 -0.3 -0.3 0.6
H 36.251 22.011 22.313 0.6 0.1 -0.1
C 43.015 18.084 20.930 1.3 2.2 -0.6
C 43.913 18.345 22.020 -0.6 1.4 -1.7
C 45.067 19.098 21.815 0.7 0.3 -0.9
C 45.365 19.634 20.528 -1.2 -2.8 0.4
C 44.443 19.391 19.478 1.5 -0.9 0.8
C 43.223 18.705 19.717 -0.1 -0.5 -0.7
O 42.173 18.692 18.752 3.0 -2.0 -0.5
O 45.896 19.400 22.881 -0.7 -0.5 0.1
H 42.082 17.548 21.018 0.9 0.7 -0.9
H 43.656 17.873 22.958 -0.1 1.8 0.3
H 46.233 20.266 20.412 0.1 -0.1 -0.3
H 44.757 19.920 18.590 -0.7 -0.4 -0.6
H 41.291 18.509 19.083 0.0 -0.5 0.9
H 46.652 19.905 22.574 0.0 0.0 -0.1
C 40.333 19.063 23.135 -0.9 1.3 -0.4
C 39.251 17.999 22.963 -0.9 1.3 0.3
O 40.008 16.853 22.706 0.6 -2.7 -0.1
C 41.321 17.064 22.727 0.6 0.8 0.0
O 42.277 16.293 22.405 -9.6 6.7 12.4
O 41.523 18.391 22.870 0.4 -1.1 1.1
H 40.388 19.559 24.104 -0.1 -0.3 0.1
H 40.255 19.844 22.379 0.1 0.2 0.4
H 38.541 18.176 22.155 0.5 0.0 -0.3
H 38.585 17.910 23.821 0.5 -0.5 0.4
C 44.606 15.892 22.152 -1.6 -2.0 -0.7
C 43.498 15.253 21.276 2.9 -2.3 -2.4
O 43.906 15.590 19.996 0.9 -0.2 -2.9
C 45.214 15.914 19.954 -0.4 -0.8 -2.1
O 45.892 16.052 18.951 -1.1 0.1 1.7
O 45.628 15.973 21.187 3.1 0.6 2.1
H 44.754 15.343 23.082 1.1 -0.4 -0.4
H 44.298 16.894 22.449 1.3 -2.4 -0.4
H 42.560 15.741 21.541 1.5 -3.4 -5.8
H 43.268 14.188 21.316 0.7 -0.4 0.4
```
Forces are in eV/Å.

Computed properties:
Gap between HOMO and LUMO (eV): 8.08
Largest force on an atom (eV/A): 17.0
Energy relative to the best compared isomer or geometry (same formula, charge and spin) (kcal/mol): 245.01
Total energy (Ha): -1510.0031

***

Density functional theory data (ωB97M-V/def2-TZVPD) for a molecular structure, C18H30AgFN3O3.

XYZ file:
```
56
Properties=species:S:1:pos:R:3:forces:R:3
C 7.130 -2.499 1.246 -0.1 0.2 -0.2
O 6.591 -2.017 0.028 0.2 -0.1 0.0
C 6.510 -0.611 -0.075 -0.2 0.2 0.0
C 5.050 -0.117 -0.004 0.3 0.1 0.0
C 4.613 0.684 -1.234 0.1 -0.4 0.1
C 3.109 0.675 -1.468 0.0 0.4 -0.1
C 2.321 1.505 -0.451 0.1 -0.5 -0.1
C 0.914 1.810 -0.947 -0.1 0.2 0.3
C 0.104 2.595 0.097 0.4 -0.5 0.3
C -0.641 1.700 1.094 -0.3 0.4 0.2
C -2.088 1.446 0.663 0.1 -0.1 -0.3
C -2.862 0.337 1.326 0.0 -0.1 0.0
C -3.962 -0.227 0.810 0.3 0.2 -0.2
C -4.614 0.156 -0.473 -0.2 0.1 0.1
C -4.528 -0.896 -1.606 0.0 0.1 -0.3
N -5.559 -0.496 -2.557 0.0 -0.3 0.2
N -3.249 -0.835 -2.303 0.0 -0.1 0.0
N -4.765 -2.235 -1.092 -0.1 0.1 0.1
C -4.658 -1.251 1.662 0.0 0.3 0.1
O -5.851 -1.306 1.766 -0.2 -0.2 -0.2
C -3.736 -2.071 2.505 0.2 0.0 0.1
F -4.131 -3.299 2.762 -0.1 -0.2 0.1
C -2.639 -1.527 3.016 -0.1 -0.2 -0.1
C -2.406 -0.105 2.687 -0.1 0.0 0.1
O -1.919 0.683 3.465 0.2 -0.1 -0.1
H 6.405 -2.405 2.059 0.0 0.0 0.1
H 7.385 -3.544 1.092 -0.1 -0.1 0.1
H 8.043 -1.962 1.510 0.0 0.0 0.0
H 6.956 -0.325 -1.031 0.0 0.0 -0.1
H 7.103 -0.131 0.707 0.1 -0.1 0.0
H 4.427 -1.005 0.106 -0.1 0.0 0.0
H 4.939 0.492 0.895 -0.2 0.0 0.1
H 4.977 1.710 -1.142 0.0 0.1 -0.1
H 5.100 0.251 -2.111 0.0 0.0 0.0
H 2.907 1.069 -2.469 0.0 0.0 0.0
H 2.751 -0.356 -1.467 0.0 -0.1 0.0
H 2.258 0.940 0.483 0.1 0.1 0.2
H 2.866 2.429 -0.249 -0.1 0.1 0.1
H 0.406 0.861 -1.136 -0.1 0.0 -0.3
H 0.981 2.373 -1.878 0.0 -0.1 -0.1
H 0.786 3.239 0.653 -0.1 0.2 -0.1
H -0.592 3.290 -0.434 -0.1 0.1 0.0
H -0.131 0.743 1.201 0.1 0.0 -0.2
H -0.633 2.147 2.085 0.0 0.0 0.0
H -2.093 1.246 -0.413 0.0 0.0 0.0
H -2.676 2.391 0.856 -0.1 -0.1 0.3
H -4.189 1.072 -0.884 0.0 0.1 0.0
H -5.666 0.368 -0.272 0.0 -0.1 0.0
H -6.472 -0.655 -2.140 0.0 0.1 0.0
H -5.502 -1.094 -3.375 0.1 0.1 -0.1
H -2.746 0.033 -2.206 0.0 0.0 -0.1
H -2.652 -1.623 -2.111 0.1 0.0 0.1
H -3.932 -2.680 -0.725 0.0 0.0 0.0
H -5.162 -2.826 -1.809 0.0 -0.1 0.0
H -1.977 -2.058 3.685 -0.1 0.1 0.2
Ag -2.601 3.911 -0.394 0.1 0.1 -0.1
```
Forces are in eV/Å.

Computed properties:
Gap between HOMO and LUMO (eV): 5.18
Total charge: +1
Largest force on an atom (eV/A): 0.7
Total energy (Ha): -1340.3364